Entry 1:
C16H9F11N2O4RuS3 | ωB97M-V with the def2-TZVPD basis set

Geometry as XYZ:
```
46
Properties=species:S:1:pos:R:3
Ru -0.5181 0.3223 -0.0161
F 5.4452 -1.0113 3.2914
C 4.1761 -0.9589 2.9054
C 3.8576 -0.8421 1.5618
F 4.8542 -0.7992 0.6816
C 2.5487 -0.7721 1.1256
F 1.0288 1.3767 0.6810
C 1.4854 -0.8514 2.0595
S -0.2747 -0.9284 1.7612
C 1.8360 -0.9819 3.3954
F 0.8885 -1.0650 4.3310
C 3.1549 -1.0291 3.8265
F 3.4271 -1.1457 5.1195
F 3.9823 1.7234 -2.9901
C 3.7517 0.5607 -2.3884
F 3.1934 -0.2736 -3.2637
F 4.8955 0.0586 -1.9627
S 2.5660 0.9398 -1.0069
O 1.4278 1.3500 -1.7617
O 3.3763 1.6821 -0.1161
N 2.3517 -0.6415 -0.2947
S 1.5549 -1.9111 -1.0231
O 1.2836 -2.8691 -0.0118
O 0.5399 -1.3426 -1.8545
C 2.7369 -2.8586 -2.1622
F 2.6417 -4.1343 -1.8249
F 2.3784 -2.7195 -3.4222
F 3.9873 -2.4559 -1.9805
C -4.7966 -1.3512 -0.4770
C -4.6680 0.1357 -0.3486
C -5.7751 0.9632 -0.3095
C -5.6435 2.3427 -0.2008
C -4.3821 2.9194 -0.1263
C -3.2443 2.1352 -0.1463
C -1.8737 2.7396 -0.0750
C -3.3792 0.7229 -0.2661
N -2.2822 -0.0526 -0.3424
H -5.8438 -1.6480 -0.4851
H -4.2939 -1.8599 0.3467
H -4.3257 -1.7002 -1.3979
H -6.7632 0.5232 -0.3675
H -6.5252 2.9690 -0.1770
H -4.2832 3.9955 -0.0501
H -1.8888 3.8210 -0.2058
H -1.2399 2.3772 -0.9113
H -1.3684 2.5450 0.8795
```

Output
Calculated total energy ... -92883.1343 eV
Spin multiplicity ... 5
Gap between HOMO and LUMO (alpha / beta) ... 7.3 / 7.1 eV
HOMO energy (alpha / beta) ... -7.950 / -8.936 eV
Max |F| ... 0.019 hartree/bohr

Mulliken population analysis, charges in e, atoms 1 to 6: atom 1 (Ru): 0.822, atom 2 (F): -0.291, atom 3 (C): 0.272, atom 4 (C): 0.000, atom 5 (F): -0.255, atom 6 (C): -0.363

***

Entry 2:
C16H9F3N3O5S2 | ωB97M-V with the def2-TZVPD basis set

Geometry as XYZ:
```
38
Properties=species:S:1:pos:R:3
C -0.7738 2.5521 0.0289
C -1.4069 3.8287 -0.3497
N -1.8521 4.8867 -0.5625
C 0.1432 1.8718 -0.9902
C 0.1627 0.5079 -1.3756
C 1.1999 0.0295 -2.1595
C 2.1573 0.9199 -2.6623
N 3.2260 0.4285 -3.4684
O 4.0475 1.2675 -3.9034
O 3.3283 -0.7828 -3.7550
C 2.0939 2.2790 -2.3478
C 1.0983 2.7218 -1.5146
H -1.4941 1.8203 0.3934
H -0.6481 -0.1570 -1.0718
H 1.2619 -1.0228 -2.3992
H 2.8340 2.9576 -2.7286
H 1.0249 3.7701 -1.2637
F -1.7969 3.9881 3.0634
C -1.3197 2.7639 2.6669
F -0.9629 2.0587 3.7734
F -2.3559 2.0704 2.1169
S 0.0915 3.2093 1.4590
N -1.1428 -0.8043 2.7173
C 0.1521 -0.9804 2.2602
O 1.1705 -0.3401 2.5428
C 0.0563 -2.1993 1.3927
C -1.2491 -2.4044 0.9928
C -1.6424 -3.5154 0.2741
C -0.6698 -4.4800 -0.0238
C 0.6747 -4.2724 0.3323
C 1.0206 -3.1608 1.1126
S -2.2705 -1.0845 1.5952
O -3.4874 -1.5099 2.2341
O -2.4157 -0.1412 0.4811
H -2.6952 -3.5888 0.0234
H -0.9882 -5.4090 -0.4816
H 1.4228 -5.0091 0.0210
H 2.0050 -3.0696 1.5765
```

Output
Net charge ... -1
Calculated total energy ... -61266.5449 eV
Gap between HOMO and LUMO ... 6.6 eV
HOMO energy ... -5.555 eV
Relative energy (zero: lowest compared OMol25 entry of this formula, charge and spin) ... 0.0 kcal/mol
Max |F| ... 0.068 hartree/bohr

Mulliken population analysis, charges in e, atoms 1 to 6: atom 1 (C): 0.441, atom 2 (C): 0.179, atom 3 (N): -0.593, atom 4 (C): 0.268, atom 5 (C): -0.306, atom 6 (C): -0.435

***

Entry 3:
C16H9LiN4O4 | ωB97M-V with the def2-TZVPD basis set

Geometry as XYZ:
```
34
Properties=species:S:1:pos:R:3
N -4.7394 -0.8926 2.3130
C -3.6776 -0.4218 2.2855
C -2.3933 0.1276 2.2487
C -1.2779 -0.6903 2.2155
C -0.0260 -0.0927 2.1407
N 1.2733 -0.5401 2.0218
O 1.5575 -1.7620 1.9860
O 2.1696 0.4645 1.9301
N 1.4621 1.5784 1.9911
C 0.1494 1.2842 2.1047
C -0.9947 2.1215 2.1564
N -0.8802 3.5679 2.1334
O 0.2065 4.0869 1.8495
O -1.8852 4.2376 2.3969
C -2.2316 1.5318 2.2222
H -1.3721 -1.7624 2.2230
H -3.1043 2.1703 2.2467
C 0.5996 0.9935 -2.8559
Li 1.5767 -0.3160 -1.5010
C -0.5188 1.0714 -1.8647
C -0.7598 -0.1183 -1.2286
C 0.1733 -1.1425 -1.8338
C 0.8977 -0.4891 -2.9256
C 2.1300 -1.0358 -3.4016
C 2.6323 -2.1913 -2.7605
C 1.9337 -2.8054 -1.7007
C 0.7119 -2.3019 -1.2087
H 0.3958 1.4419 -3.8386
H -1.2084 1.9131 -1.8408
H -1.5364 -0.3231 -0.4861
H 2.7305 -0.5064 -4.1535
H 3.4858 -2.7020 -3.2065
H 2.3014 -3.7556 -1.3168
H 0.2184 -2.7411 -0.3419
```

Output
Net charge ... -2
Calculated total energy ... -31082.9953 eV
Gap between HOMO and LUMO ... 2.7 eV
HOMO energy ... 1.405 eV
Relative energy (zero: lowest compared OMol25 entry of this formula, charge and spin) ... 52.8 kcal/mol
Max |F| ... 0.164 hartree/bohr

Mulliken population analysis, charges in e, atoms 1 to 6: atom 1 (N): -0.752, atom 2 (C): 0.274, atom 3 (C): 0.667, atom 4 (C): -1.445, atom 5 (C): 1.048, atom 6 (N): 0.779

***

Entry 4:
C16H9N3O2S | ωB97M-V with the def2-TZVPD basis set

Geometry as XYZ:
```
31
Properties=species:S:1:pos:R:3
N 5.8189 -0.1835 -0.6084
O 3.5365 -2.5558 0.4370
O 3.0106 -3.3954 -1.7549
N 3.7687 -1.0225 -1.8034
N 4.8454 -0.4952 -1.2683
C -1.8938 3.3751 1.6113
C 0.2623 -2.8660 -1.0484
C -2.8031 2.4221 1.1490
C -0.5057 3.1261 1.4148
C -3.3669 0.2669 0.1877
C 1.2038 1.5299 0.8169
C -1.1438 -2.5977 -1.0669
C -2.9333 -1.0052 -0.2722
C 1.7435 0.3798 0.2356
C 1.2338 -1.7992 -0.7516
C -2.4102 1.2034 0.5158
C -0.1192 1.9487 0.7884
C -1.5977 -1.3108 -0.5650
C 0.7940 -0.5675 -0.2085
C -1.0533 1.0035 0.2791
C -0.5993 -0.2372 -0.2704
S 2.9517 -2.2119 -0.8557
H -2.2641 4.3451 1.9645
H 0.5665 -3.7512 -1.5509
H -3.9304 2.4946 1.2603
H 0.1330 3.9004 1.6086
H -4.4652 0.4778 0.2307
H 1.9820 2.3096 1.0487
H -1.8366 -3.3697 -1.3078
H -3.7324 -1.6569 -0.5081
H 2.8044 0.2428 0.2918
```

Output
Calculated total energy ... -36134.2321 eV
Gap between HOMO and LUMO ... 6.7 eV
HOMO energy ... -7.986 eV
Max |F| ... 0.182 hartree/bohr

Mulliken population analysis, charges in e, atoms 1 to 6: atom 1 (N): -0.401, atom 2 (O): -0.587, atom 3 (O): -0.728, atom 4 (N): -0.379, atom 5 (N): 0.680, atom 6 (C): -0.729

***

Entry 5:
C17H10ClIrN2O4S2 | ωB97M-V with the def2-TZVPD basis set

Geometry as XYZ:
```
37
Properties=species:S:1:pos:R:3
Ir -0.4494 0.7177 -1.1980
S -1.2155 -0.9928 -2.3392
C 0.0780 -1.6596 -3.3019
C -0.0724 -2.8476 -4.0322
C 0.9770 -3.3114 -4.7926
C 2.1881 -2.6008 -4.8337
C 2.3297 -1.4370 -4.1134
C 1.2564 -0.9691 -3.3420
S 1.3477 0.5128 -2.4225
H -1.0117 -3.3885 -3.9872
H 0.8651 -4.2271 -5.3595
H 3.0127 -2.9656 -5.4329
H 3.2603 -0.8800 -4.1307
O -3.0257 4.9706 1.6371
C -2.2179 4.3726 2.4965
O -2.0013 4.8015 3.5958
C -1.5814 3.0949 2.0220
C -0.8883 2.1786 2.8054
Cl -0.5036 2.3457 4.4426
N -0.4742 1.1423 2.0338
N -0.8708 1.3837 0.7521
C -1.5329 2.5303 0.7587
C -2.0460 2.9756 -0.5645
O -2.8364 3.8983 -0.6389
O -1.5811 2.2988 -1.5661
C 0.1891 -0.1036 2.4070
C 0.0163 -0.6485 3.6752
C 0.6529 -1.8346 4.0059
C 1.4456 -2.4962 3.0818
C 1.5901 -1.9586 1.8125
C 0.9702 -0.7655 1.4769
H -3.0144 4.5400 0.7482
H -0.6280 -0.1872 4.4019
H 0.5128 -2.2430 4.9984
H 1.9390 -3.4225 3.3448
H 2.1943 -2.4595 1.0680
H 1.1256 -0.3645 0.4906
```

Output
Calculated total energy ... -65993.9195 eV
Gap between HOMO and LUMO ... 6.6 eV
HOMO energy ... -8.177 eV
Max |F| ... 0.019 hartree/bohr

Mulliken population analysis, charges in e, atoms 1 to 6: atom 1 (Ir): 0.937, atom 2 (S): -0.329, atom 3 (C): 0.470, atom 4 (C): -0.589, atom 5 (C): -0.487, atom 6 (C): -0.499